Density functional theory data (ωB97M-V/def2-TZVPD) for an isolated molecule of C4H8N2O2S.

* highest occupied orbital energy: -9.937 eV
* charge: 0
* E_LUMO: -0.019 eV
* gap between HOMO and LUMO: 9.92 eV
* structure (SMILES): CC1=NS(=O)(=O)N[C@H]1C

Last column: Mulliken charge in e.
Atoms and positions in Å:
1 C -0.636 -0.042 0.960  0.507
2 C -0.533 -0.751 -0.340  0.325
3 C 0.475 0.136 1.886  -1.120
4 C 0.158 0.349 -1.202  -1.283
5 N -1.873 0.405 1.306  -0.559
6 N -1.888 -1.059 -0.664  -0.435
7 O -4.014 -0.935 0.774  -0.591
8 O -3.387 0.951 -0.607  -0.586
9 S -2.978 -0.097 0.230  1.065
10 H 0.023 -1.699 -0.295  0.307
11 H 1.034 -0.679 2.383  0.315
12 H 0.084 0.875 2.609  0.353
13 H 1.256 0.758 1.264  0.252
14 H 0.415 -0.100 -2.192  0.303
15 H 0.957 0.913 -0.879  0.393
16 H -0.555 1.116 -1.130  0.441
17 H -2.021 -1.122 -1.704  0.314



Density functional theory data (ωB97M-V/def2-TZVPD) for an isolated molecule of C4H8N2O3S.

* highest occupied orbital energy: -9.651 eV
* charge: 0
* E_LUMO: -1.035 eV
* gap between HOMO and LUMO: 8.62 eV
* structure (SMILES): N[C@H](CCSN=O)C(=O)O

Last column: Mulliken charge in e.
Atoms and positions in Å:
1 C -0.023 0.731 -0.329  0.598
2 C -0.062 0.051 1.043  -0.889
3 C 0.970 -1.090 1.245  -0.602
4 C -0.268 2.262 -0.168  0.220
5 H -1.513 -0.400 -0.821  0.329
6 H -0.267 -0.313 -2.076  0.291
7 H 1.119 0.997 -0.522  0.160
8 H -0.985 -0.325 1.385  0.488
9 H 0.156 0.822 1.943  0.306
10 H 1.886 -0.932 0.628  0.379
11 H 1.480 -1.322 2.258  0.354
12 H -1.673 1.827 -1.487  0.423
13 N -0.812 0.252 -1.394  -0.725
14 N 0.502 -2.161 -0.925  0.214
15 O 0.301 -3.289 -1.410  -0.438
16 O -1.548 2.565 -0.778  -0.558
17 O 0.453 2.866 0.624  -0.546
18 S 0.285 -2.543 0.786  -0.004



Density functional theory data (ωB97M-V/def2-TZVPD) for a cluster of 2 separate species, C4H8N2O3S in total.

* highest occupied orbital energy (alpha / beta): -7.700 / -9.497 eV
* charge: 0
* E_LUMO (alpha / beta): 0.789 / -3.153 eV
* gap between HOMO and LUMO (alpha / beta): 8.49 / 6.34 eV
* spin multiplicity: 3

Last column: Mulliken charge in e.
Atoms and positions in Å:
1 C 0.944 -0.512 -0.872  0.563
2 C 2.092 0.300 0.821  -0.595
3 C 2.806 -0.971 0.255  -0.285
4 C -2.360 1.270 0.034  -0.751
5 N 0.829 0.394 -0.002  -0.371
6 N -2.254 -0.075 -0.265  -0.124
7 O 0.094 -0.766 -1.857  -0.521
8 O -4.401 -0.649 0.705  -0.381
9 O 1.999 -1.326 -0.894  -0.385
10 S -3.184 -1.221 0.205  0.223
11 H 2.005 0.049 1.813  0.321
12 H 2.634 1.196 0.626  0.320
13 H 3.702 -0.530 -0.088  0.253
14 H 2.920 -1.762 1.053  0.308
15 H -3.282 1.718 0.375  0.357
16 H -1.458 1.463 0.561  0.329
17 H -2.316 1.758 -0.929  0.273
18 H -0.771 -0.333 -1.542  0.467



Density functional theory data (ωB97M-V/def2-TZVPD) for an isolated molecule of C4H8N2OS.

* highest occupied orbital energy: -9.250 eV
* charge: 0
* E_LUMO: 0.619 eV
* gap between HOMO and LUMO: 9.87 eV
* structure (SMILES): C/N=C/NC(=O)CS

Last column: Mulliken charge in e.
Atoms and positions in Å:
1 C -3.214 -0.283 0.130  -0.690
2 C -0.974 -0.612 -0.165  -0.134
3 C 1.030 0.861 -0.040  0.580
4 C 2.594 0.851 -0.284  -0.666
5 H -3.715 -0.083 1.048  0.250
6 H -3.324 -1.372 -0.044  0.304
7 H -3.796 0.272 -0.639  0.231
8 H -1.231 -1.685 -0.270  0.205
9 H 1.003 -1.130 -0.415  0.219
10 H 2.862 0.911 -1.347  0.294
11 H 3.037 1.674 0.289  0.332
12 H 3.211 -0.497 1.453  0.144
13 N -1.842 0.238 0.098  -0.241
14 N 0.431 -0.397 -0.153  -0.008
15 O 0.456 1.920 0.199  -0.561
16 S 3.472 -0.667 0.140  -0.259



Density functional theory data (ωB97M-V/def2-TZVPD) for an isolated molecule of C4H8N2OS.

* highest occupied orbital energy: -8.425 eV
* charge: 0
* E_LUMO: 0.567 eV
* gap between HOMO and LUMO: 8.99 eV
* structure (SMILES): C=C(CO)/N=C\NS

Last column: Mulliken charge in e.
Atoms and positions in Å:
1 C 1.767 0.565 0.065  -0.468
2 C 0.796 -0.691 0.358  0.396
3 C 0.502 -1.187 1.541  -0.652
4 C -1.000 -0.881 -1.239  0.058
5 H 1.721 2.153 -1.149  0.349
6 H 2.342 0.198 -0.766  0.383
7 H 2.124 0.649 1.139  0.184
8 H 1.078 -0.924 2.474  0.202
9 H -0.298 -1.966 1.652  0.258
10 H -1.232 -1.209 -2.224  0.360
11 H -2.905 0.080 -1.284  0.290
12 H -1.733 2.020 0.595  0.144
13 N 0.186 -1.118 -0.863  -0.554
14 N -2.008 -0.079 -0.708  -0.276
15 O 0.991 1.787 -0.345  -0.499
16 S -2.332 0.603 0.753  -0.175



Density functional theory data (ωB97M-V/def2-TZVPD) for an isolated molecule of C4H8N2S.

* highest occupied orbital energy: -7.654 eV
* charge: 0
* E_LUMO: 0.771 eV
* gap between HOMO and LUMO: 8.43 eV
* structure (SMILES): C=CN/C=N/SC

Last column: Mulliken charge in e.
Atoms and positions in Å:
1 C -2.622 1.101 0.014  -0.813
2 C 0.558 -1.089 0.012  -0.018
3 C 2.653 0.276 0.014  -0.085
4 C 2.172 1.546 -0.007  -0.728
5 H -3.699 1.039 0.005  0.333
6 H -2.233 1.613 -0.870  0.260
7 H -2.298 1.681 0.882  0.269
8 H 0.318 -2.158 0.141  0.267
9 H 2.480 -1.786 -0.017  0.225
10 H 3.723 0.061 -0.035  0.298
11 H 2.851 2.398 0.064  0.243
12 H 1.111 1.778 -0.055  0.291
13 N -0.254 -0.087 -0.011  -0.357
14 N 1.943 -0.930 -0.011  -0.119
15 S -1.915 -0.532 -0.010  -0.065



Density functional theory data (ωB97M-V/def2-TZVPD) for a cluster of 2 separate species, C4H8N2S in total.

* highest occupied orbital energy: -8.847 eV
* charge: 0
* E_LUMO: 0.163 eV
* gap between HOMO and LUMO: 9.01 eV

Last column: Mulliken charge in e.
Atoms and positions in Å:
1 C -1.326 0.921 1.207  0.120
2 C 0.657 -0.783 -1.298  -0.242
3 C 0.809 0.565 -1.935  -0.151
4 C 1.897 0.071 -1.176  -0.519
5 H -0.395 1.720 2.498  0.228
6 H -2.178 0.768 0.582  0.443
7 H 0.691 0.398 1.321  0.219
8 H 0.897 -1.812 -1.866  0.196
9 H 0.662 0.846 -3.100  0.243
10 H 0.308 1.288 -1.282  0.182
11 H 2.912 0.072 -1.642  0.234
12 H 2.280 0.360 -0.167  0.095
13 N -1.054 2.071 1.829  -0.661
14 N -0.579 -0.119 1.097  -0.411
15 S -0.373 -1.372 0.149  0.025



Density functional theory data (ωB97M-V/def2-TZVPD) for an isolated molecule of C4H8N2S.

* highest occupied orbital energy: -8.121 eV
* charge: 0
* E_LUMO: 0.662 eV
* gap between HOMO and LUMO: 8.78 eV
* structure (SMILES): CC(C)=NC(N)=S

Last column: Mulliken charge in e.
Atoms and positions in Å:
1 C -0.282 0.249 0.025  0.841
2 C 2.012 0.449 0.429  0.078
3 C -1.637 0.869 0.348  -1.299
4 C -0.243 -0.531 -1.268  -1.085
5 N 0.666 0.647 0.703  -0.301
6 N 2.871 -0.413 1.120  -0.407
7 S 2.753 1.710 -0.364  -0.371
8 H -1.698 1.287 1.368  0.370
9 H -1.622 1.716 -0.271  0.363
10 H -2.441 0.138 0.336  0.337
11 H 0.722 -0.567 -1.777  0.368
12 H -0.866 -1.393 -1.125  0.346
13 H -0.978 0.038 -1.843  0.311
14 H 2.666 -1.396 1.181  0.222
15 H 3.828 -0.080 0.989  0.227



Density functional theory data (ωB97M-V/def2-TZVPD) for an isolated molecule of C4H8N2S.

* highest occupied orbital energy: -8.702 eV
* charge: 0
* E_LUMO: -0.275 eV
* gap between HOMO and LUMO: 8.43 eV
* structure (SMILES): [H]/N=C/N(C=S)CC

Last column: Mulliken charge in e.
Atoms and positions in Å:
1 C -2.275 -1.377 -0.544  -0.896
2 C -1.464 -0.582 0.572  -0.791
3 C -0.124 1.429 0.005  0.025
4 C 0.886 -0.720 0.225  -0.041
5 H -3.133 -2.047 -0.018  0.263
6 H -2.857 -0.527 -1.000  0.272
7 H -1.637 -2.008 -1.179  0.313
8 H -1.191 -1.287 1.354  0.424
9 H -2.085 0.187 1.046  0.454
10 H 0.915 2.034 0.217  0.224
11 H -1.010 3.050 -0.089  0.268
12 H 0.820 -1.566 1.042  0.191
13 N -0.191 0.067 0.182  0.193
14 N -1.365 1.924 -0.176  -0.583
15 S 2.433 -0.267 -0.185  -0.318



Density functional theory data (ωB97M-V/def2-TZVPD) for a cluster of 2 separate species, C4H8N2S in total.

* highest occupied orbital energy: -9.834 eV
* charge: 0
* E_LUMO: -0.003 eV
* gap between HOMO and LUMO: 9.83 eV

Last column: Mulliken charge in e.
Atoms and positions in Å:
1 C 1.527 0.786 1.131  0.010
2 C 0.638 -0.041 -1.683  -1.223
3 C -0.541 0.308 -0.736  -0.365
4 C -0.444 -0.127 0.667  0.710
5 N 2.590 1.221 1.323  -0.474
6 N -0.454 -1.509 0.863  -0.557
7 S -1.574 0.504 1.962  -0.348
8 H 1.360 0.713 -1.459  0.389
9 H 1.045 -1.027 -1.551  0.348
10 H 0.204 -0.069 -2.663  0.337
11 H -1.519 -0.170 -1.115  0.355
12 H -0.571 1.520 -0.877  0.249
13 H -0.703 -1.884 1.774  0.203
14 H 0.223 -1.999 0.384  0.208
15 H -1.782 1.773 1.981  0.159



Density functional theory data (ωB97M-V/def2-TZVPD) for an isolated molecule of C4H8N2S.

* highest occupied orbital energy: -8.882 eV
* charge: 0
* E_LUMO: 0.456 eV
* gap between HOMO and LUMO: 9.34 eV
* structure (SMILES): [H]/N=C(\N)C(=C)SC

Last column: Mulliken charge in e.
Atoms and positions in Å:
1 C 2.121 -0.690 0.888  -0.788
2 C -0.012 0.767 -0.295  0.212
3 C -0.229 2.132 -0.321  -0.670
4 C -1.021 -0.231 -0.050  0.358
5 H 1.967 -0.248 1.923  0.312
6 H 3.108 -1.012 0.552  0.319
7 H 1.543 -1.787 0.951  0.233
8 H 0.633 2.874 -0.439  0.235
9 H -1.176 2.663 -0.144  0.338
10 H -2.230 -1.746 -1.158  0.225
11 H -0.558 -1.396 -1.636  0.204
12 H -2.641 -0.467 0.651  0.214
13 N -1.243 -1.347 -0.966  -0.456
14 N -1.945 0.287 0.793  -0.623
15 S 1.685 0.202 -0.749  -0.114



Density functional theory data (ωB97M-V/def2-TZVPD) for the ion C4H8N3 with charge +1.

* highest occupied orbital energy: -15.469 eV
* charge: +1
* E_LUMO: -6.092 eV
* gap between HOMO and LUMO: 9.38 eV
* structure (SMILES): CC1(C)N=NC=[NH+]1

Last column: Mulliken charge in e.
Atoms and positions in Å:
1 C 1.667 -1.225 0.350  0.032
2 C -0.074 0.350 0.049  1.160
3 C -1.273 0.195 0.958  -1.328
4 C -0.354 1.010 -1.279  -1.318
5 N 1.960 0.041 0.896  -0.365
6 N 1.033 0.818 0.702  0.041
7 N 0.537 -1.268 -0.217  -0.151
8 H 2.405 -2.003 0.467  0.460
9 H -2.068 -0.354 0.460  0.393
10 H -1.636 1.189 1.217  0.363
11 H -1.005 -0.312 1.882  0.382
12 H 0.404 0.754 -2.015  0.388
13 H -0.320 2.090 -1.130  0.372
14 H -1.341 0.743 -1.650  0.354
15 H 0.065 -2.028 -0.690  0.216



Here are the calculated energy above the lowest of the compared OMol25 structures with the same formula, charge and spin numbers, same order: 48.13, 99.51, 0.00, 16.18, 91.42, 43.23, 145.57, 36.74, 72.78, 86.51, 74.84, 84.94 (kcal per mole).